Entry w
This record from the Open Molecules 2025 dataset describes an isolated molecule of C3H4N2O2. The level of theory is ωB97M-V with the def2-TZVPD basis set.

Cartesian coordinates (Å):
N  2.33  -1.60  -0.18
C  1.44  -0.81  -0.03
C  0.26  -0.07  -0.10
C  -1.30  -0.75  0.03
O  -2.30  0.13  -0.29
N  0.44  1.25  -0.09
O  1.86  1.29  -0.12
H  -1.43  -0.94  1.10
H  -1.31  -1.66  -0.66
H  -2.10  0.82  0.32
H  2.11  2.33  0.01

## Properties
E_HOMO ... -0.3806 Ha
HOMO-LUMO gap ... 10.11 eV
SMILES ... N#C/C(CO)=N\O

Here are the Mulliken charges for atoms 1 to 8, given in e: -0.453 0.505 0.322 -0.398 -0.475 -0.390 -0.394 0.261

Entry x
This record from the Open Molecules 2025 dataset describes an isolated molecule of C3H4N2O2. The level of theory is ωB97M-V with the def2-TZVPD basis set.

Cartesian coordinates (Å):
C  1.20  0.26  -1.09
N  0.03  0.10  -0.25
N  -0.47  1.12  0.56
C  -1.10  0.54  1.52
O  -1.13  -0.77  1.54
C  -0.52  -1.08  -0.05
O  -0.71  -2.14  -0.53
H  1.00  0.86  -1.99
H  2.02  0.72  -0.51
H  1.36  -0.77  -1.42
H  -1.67  1.16  2.21

## Properties
E_HOMO ... -0.3458 Ha
HOMO-LUMO gap ... 10.25 eV
SMILES ... Cn1ncoc1=O

Here are the Mulliken charges for atoms 1 to 8, given in e: -0.730 0.552 -0.787 0.075 -0.459 0.553 -0.454 0.284

Which of them is the least stable? Correct choice: entry w.